{
  "formula": "C33H73Cl2Cu3N4O15P2",
  "method": "ωB97M-V/def2-TZVPD",
  "species": ["Cu", "Cu", "Cu", "C", "C", "C", "C", "C", "C", "N", "O", "C", "C", "C", "H", "H", "H", "H", "H", "H", "H", "H", "H", "H", "H", "H", "H", "H", "H", "H", "H", "H", "C", "O", "O", "O", "C", "O", "N", "C", "C", "H", "H", "H", "H", "H", "H", "H", "C", "O", "N", "C", "C", "H", "H", "H", "H", "H", "H", "H", "C", "O", "N", "C", "C", "H", "H", "H", "H", "H", "H", "H", "Cl", "C", "C", "Cl", "H", "H", "H", "H", "C", "C", "O", "P", "O", "O", "C", "C", "O", "C", "C", "H", "H", "H", "H", "H", "H", "H", "H", "H", "H", "H", "H", "H", "H", "H", "C", "C", "O", "P", "O", "O", "C", "C", "O", "C", "C", "H", "H", "H", "H", "H", "H", "H", "H", "H", "H", "H", "H", "H", "H", "H"],
  "coordinates": [[12.248, -23.933, 7.288], [13.991, -25.431, 3.179], [14.540, -20.915, 4.640], [19.210, -19.801, 5.645], [18.014, -20.753, 5.847], [18.173, -21.563, 7.201], [17.609, -20.864, 8.410], [16.240, -20.271, 8.191], [16.140, -19.324, 6.990], [16.663, -20.074, 5.761], [16.362, -19.424, 4.501], [16.748, -17.942, 7.344], [14.596, -18.973, 6.901], [18.013, -21.914, 4.800], [19.378, -19.218, 6.551], [19.015, -19.045, 4.884], [20.128, -20.348, 5.431], [19.227, -21.759, 7.396], [17.699, -22.531, 7.040], [18.226, -20.016, 8.706], [17.704, -21.464, 9.315], [15.895, -19.719, 9.065], [15.579, -21.132, 8.089], [17.827, -17.910, 7.194], [16.512, -17.764, 8.393], [16.297, -17.061, 6.885], [14.154, -18.565, 7.810], [13.991, -19.858, 6.697], [14.492, -18.226, 6.114], [18.907, -22.528, 4.906], [18.084, -21.480, 3.803], [17.113, -22.518, 4.914], [13.568, -23.464, 5.033], [13.117, -22.501, 5.674], [13.312, -24.660, 5.318], [14.373, -23.237, 4.090], [15.526, -24.102, 7.970], [14.496, -23.963, 8.557], [16.554, -24.917, 8.380], [17.663, -25.282, 7.466], [16.473, -25.691, 9.580], [15.773, -23.643, 7.000], [17.779, -24.722, 6.538], [17.509, -26.348, 7.303], [18.693, -25.244, 7.821], [17.408, -25.405, 10.061], [15.636, -25.456, 10.238], [16.500, -26.749, 9.318], [16.594, -27.576, 3.193], [15.384, -27.339, 3.450], [17.512, -26.604, 3.175], [18.952, -26.936, 3.003], [17.235, -25.150, 3.531], [16.948, -28.566, 2.867], [19.472, -26.221, 2.364], [19.040, -27.902, 2.505], [19.348, -27.001, 4.016], [17.836, -24.499, 2.896], [16.186, -24.870, 3.443], [17.409, -24.940, 4.586], [13.518, -21.930, 11.117], [13.462, -22.346, 12.274], [12.466, -21.617, 10.278], [12.549, -21.008, 8.965], [11.126, -21.651, 10.780], [14.447, -21.733, 10.560], [13.565, -20.845, 8.606], [12.024, -20.053, 8.939], [12.008, -21.673, 8.292], [10.693, -20.661, 10.919], [10.388, -22.084, 10.105], [11.052, -22.255, 11.684], [12.837, -29.868, 6.194], [13.880, -28.381, 5.942], [13.588, -27.327, 7.008], [14.049, -27.891, 8.625], [13.704, -27.926, 4.967], [14.917, -28.714, 5.921], [12.570, -26.939, 6.965], [14.175, -26.416, 6.896], [9.176, -19.421, 7.631], [8.189, -20.512, 8.032], [8.127, -21.464, 7.022], [8.658, -23.018, 7.166], [10.023, -23.205, 7.771], [7.468, -23.800, 7.945], [7.660, -25.122, 8.335], [6.690, -25.612, 9.312], [8.507, -23.549, 5.636], [9.492, -23.373, 4.738], [9.312, -22.076, 3.978], [8.696, -18.803, 6.873], [9.681, -18.780, 8.354], [9.926, -19.926, 7.022], [8.447, -20.943, 8.999], [7.222, -20.029, 8.170], [7.510, -25.747, 7.455], [8.705, -25.290, 8.598], [6.700, -25.069, 10.257], [5.689, -25.542, 8.888], [6.977, -26.647, 9.500], [10.499, -23.342, 5.153], [9.310, -24.227, 4.085], [9.259, -21.249, 4.686], [10.029, -21.822, 3.197], [8.317, -22.012, 3.540], [13.747, -27.389, -3.323], [13.602, -26.927, -1.852], [14.663, -25.991, -1.612], [15.252, -25.938, -0.054], [14.189, -25.800, 0.993], [16.141, -27.308, -0.054], [17.141, -27.454, -1.033], [18.348, -27.953, -0.300], [16.358, -24.763, -0.016], [16.040, -23.413, -0.138], [15.848, -22.693, 1.176], [14.796, -27.564, -3.563], [13.169, -28.286, -3.547], [13.426, -26.593, -3.996], [12.592, -26.580, -1.634], [13.743, -27.815, -1.236], [16.749, -28.304, -1.591], [17.325, -26.494, -1.516], [18.933, -27.294, 0.342], [18.208, -28.862, 0.286], [18.989, -28.105, -1.168], [16.893, -23.035, -0.703], [15.098, -23.457, -0.684], [16.563, -22.911, 1.969], [16.002, -21.629, 1.000], [14.832, -22.830, 1.548]],
  "forces_ev_per_a": [[-0.10, -0.27, -0.10], [0.13, 0.56, 0.79], [1.03, -0.28, 0.21], [-0.43, 0.21, 0.29], [-0.61, -0.60, 0.18], [-0.38, 0.89, -0.57], [0.63, 1.16, 0.71], [-0.03, -0.74, 0.03], [-0.80, 0.10, -0.44], [-1.11, -0.23, 1.15], [-0.35, -1.02, 1.00], [0.48, -0.19, 0.27], [0.91, -0.47, -1.08], [0.36, 1.37, -0.30], [0.10, -0.13, 0.24], [-0.13, -0.31, -0.33], [0.05, -0.04, -0.13], [0.21, -0.05, -0.30], [-0.17, 0.07, 0.23], [0.60, 0.26, -0.36], [-0.51, -0.50, -0.03], [0.09, -0.04, 0.21], [-0.46, 0.11, -0.42], [-0.02, 0.12, 0.11], [0.34, -0.09, 0.32], [0.00, -0.35, -0.73], [0.56, 0.12, 0.32], [-0.04, -0.21, -0.36], [-0.27, -0.18, -0.14], [0.13, -0.15, 0.31], [-0.39, -0.06, -0.19], [-0.09, 0.07, -0.11], [0.87, -0.27, -0.39], [-1.09, 2.41, 1.68], [-0.87, -2.55, 0.12], [1.83, 0.56, -2.79], [1.88, -0.96, -0.99], [-1.22, 0.49, 0.89], [0.06, 1.20, -1.56], [-0.46, -0.70, 0.43], [1.16, 0.08, 0.32], [-0.27, 0.25, -0.09], [-1.01, 0.08, 0.07], [0.07, -0.17, -0.74], [-0.11, 0.43, 1.15], [0.05, -0.54, 0.82], [-0.06, 0.11, -0.50], [-0.14, -0.11, 0.28], [-2.50, 1.79, 0.04], [1.93, -0.82, -0.46], [1.15, 1.28, -0.21], [-1.32, -0.26, 0.41], [-0.29, -1.24, 0.07], [-0.02, 0.09, 0.28], [-0.13, 0.24, 0.32], [-0.05, -0.09, 0.22], [0.65, 0.13, -0.23], [0.06, -0.23, 0.09], [-0.07, -0.28, -0.45], [0.50, -0.27, -0.09], [-0.69, 0.28, -0.62], [-0.14, 0.50, -1.34], [0.21, 0.01, 1.33], [0.22, -0.43, -0.10], [-1.16, -0.53, 0.38], [0.30, -0.20, 0.28], [-0.09, -0.31, 0.26], [-0.02, 0.26, 0.25], [0.17, 0.02, -0.38], [0.37, 0.47, 0.50], [0.51, -0.48, -0.59], [0.26, 0.33, 0.11], [0.46, 0.68, -0.34], [-0.20, 0.49, 0.34], [0.49, 0.16, -0.50], [-0.28, -0.33, 0.41], [-0.42, -0.35, 0.04], [-0.15, -0.08, 0.33], [-0.22, -0.42, 0.34], [0.18, -0.20, -0.59], [0.30, -0.33, -1.55], [0.43, 1.41, 1.77], [-0.14, -2.62, -0.80], [0.70, 0.04, 0.02], [-2.02, 0.66, -0.72], [0.35, 2.72, -0.95], [1.47, -1.52, -1.43], [-0.70, 0.12, 1.05], [-2.61, 0.50, 4.74], [2.13, 0.44, -3.13], [-1.05, 0.93, -0.02], [-0.17, 0.37, 0.17], [-0.40, -0.33, 0.35], [0.51, -0.03, 0.34], [0.16, -0.23, 0.00], [-0.33, -0.40, -0.16], [0.12, -0.06, -0.36], [0.08, 0.12, 0.44], [0.07, 0.02, 0.06], [-0.11, -0.22, 0.14], [-0.34, -0.10, 0.12], [0.08, -0.63, 0.27], [0.92, -0.02, -0.38], [0.51, 0.10, 0.15], [0.26, -0.40, 0.22], [-0.15, -0.36, -0.32], [-0.09, 0.78, 0.33], [0.29, -1.57, -1.07], [0.39, 0.97, 2.09], [-0.20, -0.17, -0.22], [1.31, -0.52, -1.18], [-2.64, 2.59, 1.80], [0.05, -0.66, 1.50], [1.51, 0.01, -0.94], [-0.16, -4.31, 0.23], [-0.55, 0.99, -0.05], [-0.14, 0.55, 0.00], [0.01, -0.19, 0.19], [-0.04, 0.04, 0.18], [-0.12, 0.00, -0.04], [0.27, 0.63, 0.04], [0.12, 0.02, 0.29], [0.38, 0.50, -1.07], [0.01, -0.43, -0.58], [-0.64, 0.61, -0.13], [-0.30, -0.15, -0.44], [0.74, -0.78, 0.24], [-0.40, 0.46, -0.23], [0.11, 1.16, -0.48], [-0.03, -0.41, -0.19], [-0.24, 0.15, -0.11], [0.17, -0.07, 0.27]],
  "mulliken_spin": [-0.09, -0.36, -0.03, 0.00, 0.00, 0.00, 0.00, -0.01, 0.00, 0.00, 0.00, 0.00, 0.00, 0.00, 0.00, 0.00, 0.00, 0.00, 0.00, 0.00, 0.00, 0.00, 0.01, 0.00, 0.00, 0.00, 0.00, 0.00, 0.00, 0.00, 0.00, 0.00, 0.87, -0.16, 0.00, -0.11, 0.39, 0.17, -0.05, 0.00, 0.01, 0.00, 0.00, 0.00, 0.00, 0.00, 0.00, 0.00, 0.00, 0.05, 0.00, 0.00, 0.01, 0.00, 0.00, 0.00, 0.00, 0.00, 0.00, 0.00, 0.02, -0.01, -0.11, -0.02, 0.05, 0.01, -0.01, 0.02, 0.10, 0.01, 0.01, 0.00, -0.01, 0.09, -0.08, 0.00, 0.01, 0.00, 0.17, -0.03, 0.00, 0.02, 0.00, 0.01, -0.05, -0.01, 0.07, 0.01, -0.15, 0.05, 0.01, 0.00, 0.00, 0.00, 0.01, 0.00, 0.00, 0.10, 0.00, 0.00, -0.01, 0.00, 0.01, 0.01, 0.00, 0.00, 0.00, 0.01, 0.00, -0.09, 0.04, 0.00, 0.00, 0.00, 0.00, 0.00, 0.00, 0.00, 0.00, 0.00, 0.00, 0.00, 0.00, 0.00, 0.00, 0.00, 0.00, 0.00, 0.00, 0.00, 0.00, 0.00],
  "orbital_gap_ev": [1.97, 5.21],
  "multiplicity": 2,
  "total_charge": -1,
  "e_lumo_ev": [1.66, 1.65],
  "s2": 0.752
}